(1)
{
  "formula": "C5H12NO",
  "method": "ωB97M-V/def2-TZVPD",
  "charge": -1,
  "homo_energy_ev": -2.3,
  "largest_force_ha_per_bohr": 0.01299,
  "gap_ha": 0.244,
  "e_lumo_ev": 4.382,
  "smiles": "CC[C@@H](C[O-])NC",
  "elements": ["C", "C", "C", "C", "O", "N", "C", "H", "H", "H", "H", "H", "H", "H", "H", "H", "H", "H", "H"],
  "xyz": [[-1.10810, 1.68795, 1.14884], [-0.98829, 0.26393, 0.64022], [-0.22208, 0.13850, -0.66454], [1.19475, 0.76112, -0.53238], [1.87157, 0.46251, 0.57738], [-0.21684, -1.29296, -1.08909], [0.58440, -2.16374, -0.24230], [-1.70150, 1.73369, 2.06952], [-0.11352, 2.05871, 1.37063], [-1.58104, 2.38479, 0.45178], [-0.41862, -0.28867, 1.39741], [-1.94497, -0.25070, 0.57147], [-0.71955, 0.65717, -1.48705], [1.69763, 0.46929, -1.50195], [1.05037, 1.86587, -0.68614], [0.21655, -1.27108, -2.00406], [1.39638, -1.63316, 0.25642], [1.04101, -2.97553, -0.81676], [-0.03814, -2.60772, 0.54061]]
}


(2)
{
  "formula": "C5H12NO",
  "method": "ωB97M-V/def2-TZVPD",
  "charge": -1,
  "homo_energy_ev": -2.3,
  "largest_force_ha_per_bohr": 0.09005,
  "gap_ha": 0.210,
  "e_lumo_ev": 3.404,
  "elements": ["C", "C", "C", "C", "C", "O", "N", "H", "H", "H", "H", "H", "H", "H", "H", "H", "H", "H", "H"],
  "xyz": [[-2.82975, -0.16750, 0.02906], [-1.61622, 0.29357, 0.65597], [-0.35037, -0.23540, -0.15847], [0.93283, 0.02931, 0.55752], [2.18277, -0.45123, -0.29103], [1.83632, -0.40509, -1.62537], [-1.33396, 1.33334, 1.45707], [-2.65745, -1.24508, 0.11664], [-3.81766, 0.21573, 0.23889], [-2.21735, 0.90589, -0.44846], [4.32662, -1.84238, -1.33812], [-0.32682, -1.32002, -0.34901], [-0.41640, 0.32945, -1.08997], [0.92160, -0.36068, 1.59019], [1.08156, 1.09481, 0.63087], [3.02981, 0.23773, 0.03890], [2.52372, -1.44878, 0.02088], [4.42862, -1.29999, -1.82929], [-1.87062, 2.15072, 1.15927]]
}


(3)
{
  "formula": "C5H12NO",
  "method": "ωB97M-V/def2-TZVPD",
  "charge": -1,
  "homo_energy_ev": -2.4,
  "largest_force_ha_per_bohr": 0.02547,
  "gap_ha": 0.231,
  "e_lumo_ev": 3.888,
  "smiles": "CCNCCC[O-]",
  "elements": ["C", "C", "N", "C", "C", "C", "O", "H", "H", "H", "H", "H", "H", "H", "H", "H", "H", "H", "H"],
  "xyz": [[0.57767, 1.23150, -2.64980], [1.02409, 0.03541, -1.78486], [0.30613, -0.14162, -0.57544], [-0.65490, 0.79678, -0.04569], [-0.99535, 0.50465, 1.43593], [-0.55896, -0.90626, 2.18949], [0.16936, -1.80946, 1.55547], [-0.48703, 1.38789, -2.45655], [0.70862, 0.99177, -3.70538], [1.07580, 2.11995, -2.26473], [0.97844, -0.86827, -2.42120], [2.11380, 0.15873, -1.61330], [0.31144, -1.05304, -0.11966], [-1.59892, 0.77154, -0.61299], [-0.21776, 1.78749, -0.11679], [-2.08299, 0.51710, 1.52184], [-0.61303, 1.29027, 2.08274], [-1.57401, -1.27524, 2.48410], [-0.06841, -0.51099, 3.11174]]
}


(4)
{
  "formula": "C5H12NO",
  "method": "ωB97M-V/def2-TZVPD",
  "charge": -1,
  "homo_energy_ev": -1.7,
  "largest_force_ha_per_bohr": 0.06216,
  "gap_ha": 0.205,
  "e_lumo_ev": 3.914,
  "elements": ["C", "N", "C", "C", "C", "O", "C", "H", "H", "H", "H", "H", "H", "H", "H", "H", "H", "H", "H"],
  "xyz": [[1.46812, -0.05406, 0.87517], [0.35308, 0.78100, 0.64798], [-0.80212, 0.17597, 0.12504], [-0.94563, 0.15593, -1.43168], [-2.31596, -0.29463, -1.86111], [-2.73238, -0.43288, -2.98024], [1.77252, -1.15819, -0.15175], [2.33267, 0.61459, 0.94421], [1.51789, -0.69386, 1.82086], [0.71297, 2.96924, 3.80425], [-0.96227, -0.87400, 0.47215], [-1.67467, 0.81575, 0.37377], [-0.48147, 1.01725, -1.89460], [-0.90110, -0.90350, -1.90365], [-2.93098, -0.46890, -0.95259], [0.11526, 2.74466, 3.43210], [2.51986, -1.86217, 0.22997], [0.88832, -1.75230, -0.40755], [2.06590, -0.77988, -1.14232]]
}


(5)
{
  "formula": "C5H12NO",
  "method": "ωB97M-V/def2-TZVPD",
  "charge": -1,
  "homo_energy_ev": -2.6,
  "largest_force_ha_per_bohr": 0.03239,
  "gap_ha": 0.248,
  "e_lumo_ev": 4.123,
  "smiles": "C[C@H](N)CCC[O-]",
  "elements": ["C", "C", "N", "C", "C", "C", "O", "H", "H", "H", "H", "H", "H", "H", "H", "H", "H", "H", "H"],
  "xyz": [[0.91598, 0.59479, -1.98718], [-0.12485, 0.75993, -0.80410], [0.47841, 1.52006, 0.26839], [-0.92383, -0.56753, -0.53540], [-1.07354, -0.92313, 0.95795], [0.27877, -0.81138, 1.82041], [0.37398, 0.30838, 2.55516], [1.83528, 1.04727, -1.60808], [1.27335, -0.39568, -2.28524], [0.43208, 1.09323, -2.82548], [-0.94978, 1.38148, -1.19986], [0.22714, 1.12845, 1.19838], [1.48400, 1.60965, 0.24475], [-1.93420, -0.33479, -0.88074], [-0.50694, -1.40684, -1.09322], [-1.25328, -1.98604, 1.17153], [-1.86136, -0.32442, 1.41549], [0.25230, -1.67427, 2.53860], [1.07649, -1.01917, 1.04864]]
}


(6)
{
  "formula": "C5H12NO",
  "method": "ωB97M-V/def2-TZVPD",
  "charge": -2,
  "spin_multiplicity": 2,
  "homo_energy_ev": [3.8, 0.2],
  "largest_force_ha_per_bohr": 0.05172,
  "gap_ha": [0.113, 0.243],
  "e_lumo_ev": [6.837, 6.816],
  "s2": 0.75,
  "elements": ["C", "C", "C", "N", "C", "C", "O", "H", "H", "H", "H", "H", "H", "H", "H", "H", "H", "H", "H"],
  "xyz": [[0.77798, 1.59188, 0.72333], [1.20533, 1.83514, 2.16118], [0.70726, 0.09873, 0.38502], [-0.26436, -0.09744, -0.72450], [-0.94243, -1.36397, -0.74998], [-1.55005, -1.76963, -2.14404], [-2.73874, -1.15961, -2.36603], [1.50825, 2.13286, 0.09099], [-0.25579, 2.00095, 0.63722], [0.38532, 1.81869, 2.92043], [1.75114, 2.73247, 2.40484], [1.82427, 1.00108, 2.57093], [1.65629, -0.43254, 0.27553], [0.22540, -0.34501, 1.28680], [0.26362, 0.05477, -1.57649], [-0.29244, -2.23950, -0.53413], [-1.74944, -1.46007, -0.02110], [-1.56625, -2.92672, -2.29428], [-0.94538, -1.47207, -3.04571]]
}


(7)
{
  "formula": "C5H12NO",
  "method": "ωB97M-V/def2-TZVPD",
  "charge": -2,
  "spin_multiplicity": 2,
  "homo_energy_ev": [4.1, 0.3],
  "largest_force_ha_per_bohr": 0.03317,
  "gap_ha": [0.108, 0.244],
  "e_lumo_ev": [7.067, 6.935],
  "s2": 0.75,
  "elements": ["C", "C", "N", "C", "C", "C", "O", "H", "H", "H", "H", "H", "H", "H", "H", "H", "H", "H", "H"],
  "xyz": [[-0.92069, 2.75075, -0.13022], [-0.62005, 1.48530, 0.66645], [0.09672, 0.45729, -0.12090], [1.38838, 0.14876, 0.48962], [-0.71815, -0.75695, -0.27942], [-0.02557, -2.02112, -0.79623], [0.88183, -2.60248, 0.04294], [-1.59417, 3.39825, 0.43337], [-0.01279, 3.34768, -0.16841], [-1.26020, 2.52963, -1.14661], [-1.48614, 1.02731, 1.14517], [0.02918, 1.71107, 1.51690], [1.98558, -0.49930, -0.12747], [1.93462, 1.10007, 0.63857], [1.25460, -0.31950, 1.47615], [-1.44321, -0.50864, -1.08199], [-1.33923, -0.97859, 0.59718], [-0.84893, -2.74258, -0.97834], [0.43214, -1.73566, -1.77072]]
}


(8)
{
  "formula": "C5H12NO",
  "method": "ωB97M-V/def2-TZVPD",
  "charge": 0,
  "spin_multiplicity": 2,
  "homo_energy_ev": [-9.1, -9.1],
  "largest_force_ha_per_bohr": 0.03150,
  "gap_ha": [0.372, 0.274],
  "e_lumo_ev": [1.013, -1.635],
  "s2": 0.75,
  "elements": ["C", "C", "C", "C", "C", "O", "N", "H", "H", "H", "H", "H", "H", "H", "H", "H", "H", "H", "H"],
  "xyz": [[-1.95066, 0.63430, -1.23085], [-0.85435, 0.32485, -0.18232], [0.44911, -0.01656, -0.90430], [1.64271, -0.53705, -0.05302], [1.79911, 0.05461, 1.35222], [1.08691, -0.56129, 2.33405], [-1.36412, -0.79989, 0.64947], [-1.70016, 1.63643, -1.57746], [-2.93442, 0.61038, -0.76272], [-1.96177, -0.15803, -1.97273], [-0.70842, 1.12446, 0.55715], [0.69402, 0.84855, -1.52256], [0.17345, -0.77518, -1.64591], [1.46740, -1.60460, 0.09043], [2.52357, -0.43091, -0.68748], [1.62725, 1.14670, 1.31058], [2.84795, 0.03170, 1.69846], [-2.16134, -0.46610, 1.18830], [-0.67624, -1.06237, 1.35869]]
}


(9)
{
  "formula": "C5H12NO",
  "method": "ωB97M-V/def2-TZVPD",
  "charge": 1,
  "homo_energy_ev": -14.1,
  "largest_force_ha_per_bohr": 0.10746,
  "gap_ha": 0.339,
  "e_lumo_ev": -4.834,
  "elements": ["C", "C", "C", "C", "C", "N", "O", "H", "H", "H", "H", "H", "H", "H", "H", "H", "H", "H", "H"],
  "xyz": [[0.73857, -1.75708, 0.78826], [-0.47706, -0.64975, -2.19822], [-1.02126, 1.09481, 1.80268], [0.66073, -0.78953, -1.36035], [-0.17708, 1.51253, 0.68423], [0.35862, -0.82060, 0.04255], [0.97515, 2.09836, 0.75059], [0.30357, -1.88764, 1.82278], [1.42661, -2.59105, 0.60207], [-0.37552, -0.47185, -3.24783], [-1.20189, -1.45815, -2.16155], [-1.02094, 0.24601, -1.75765], [-1.77803, 0.45869, 1.48284], [-1.35179, 2.06718, 2.01139], [-0.63948, 0.60285, 2.65417], [1.32386, 0.17741, -1.60356], [1.33379, -1.61456, -1.51807], [-0.57825, 1.45202, -0.32308], [1.50040, 2.33037, 1.52875]]
}


(10)
{
  "formula": "C5H12NO",
  "method": "ωB97M-V/def2-TZVPD",
  "charge": 1,
  "homo_energy_ev": -14.5,
  "largest_force_ha_per_bohr": 0.03878,
  "gap_ha": 0.349,
  "e_lumo_ev": -5.015,
  "elements": ["C", "C", "C", "C", "C", "N", "H", "H", "H", "H", "H", "H", "H", "H", "H", "H", "H", "H", "O"],
  "xyz": [[0.78539, -1.71393, 1.31195], [1.50737, -0.97442, 0.16608], [0.59836, -0.17130, -0.68387], [-0.12293, -0.37745, -1.76996], [0.75654, 1.99130, 0.47633], [0.06590, 0.97274, 0.18516], [0.83724, -2.78555, 1.12625], [1.11058, -1.56099, 2.33811], [-0.26904, -1.42834, 1.28312], [2.27884, -0.26031, 0.48984], [2.07266, -1.67568, -0.44873], [-0.17716, -1.25401, -2.39826], [-0.77573, 0.41431, -2.12206], [0.50449, 2.75316, 1.20883], [1.66768, 2.19454, -0.07057], [-0.93268, 0.95394, 0.36848], [-3.12412, 0.53795, 0.14633], [-3.80589, 1.22077, -1.04016], [-2.97750, 1.16327, -0.56684]]
}


(11)
{
  "formula": "C5H12NO",
  "method": "ωB97M-V/def2-TZVPD",
  "charge": 1,
  "homo_energy_ev": -12.1,
  "largest_force_ha_per_bohr": 0.08794,
  "gap_ha": 0.340,
  "e_lumo_ev": -2.810,
  "elements": ["C", "C", "C", "C", "C", "N", "O", "H", "H", "H", "H", "H", "H", "H", "H", "H", "H", "H", "H"],
  "xyz": [[-2.54666, 0.33135, 0.81001], [-1.07618, -0.37379, -0.96083], [1.27808, 0.80578, 1.48205], [0.20667, 0.54605, -0.70652], [1.81566, -1.10010, -0.09360], [-2.35182, 0.14115, -0.46938], [0.90654, -0.09244, 0.42733], [1.76865, 1.74807, 1.28116], [-3.57197, 0.57952, 0.97648], [-1.19602, -0.52423, -1.97305], [-0.93446, -1.41591, -0.76928], [1.98172, 0.09095, 2.09270], [0.39974, 1.00396, 2.06465], [0.99335, 0.56575, -1.49614], [-0.22740, 1.50328, -0.56304], [2.73767, -0.68412, -0.43129], [1.65064, -1.93155, 0.61061], [1.27845, -1.48713, -1.06642], [-3.11268, 0.29340, -1.21544]]
}


(12)
{
  "formula": "C5H12NO",
  "method": "ωB97M-V/def2-TZVPD",
  "charge": 1,
  "homo_energy_ev": -14.8,
  "largest_force_ha_per_bohr": 0.14245,
  "gap_ha": 0.205,
  "e_lumo_ev": -9.206,
  "elements": ["O", "C", "C", "C", "C", "C", "N", "H", "H", "H", "H", "H", "H", "H", "H", "H", "H", "H", "H"],
  "xyz": [[2.97938, 1.51653, -0.02299], [4.10194, 1.63305, 0.54769], [4.88422, 0.31132, 0.81323], [3.90086, -0.89283, 0.69828], [3.44004, -1.06022, -0.75225], [4.46498, -0.68817, -1.85797], [4.41804, 1.11018, 1.95083], [4.70293, 2.53624, 0.36054], [5.96739, 0.12744, 0.74373], [3.04756, -0.55728, 1.25105], [4.36080, -1.78281, 1.22627], [3.14792, -2.08314, -0.87334], [2.62004, -0.41407, -0.90216], [4.68543, 0.39052, -1.87899], [4.12981, -0.94166, -2.82327], [5.42474, -1.23282, -1.75784], [5.06435, 1.66486, 2.47658], [-35.53585, 0.27695, 0.73785], [-35.80458, 0.08589, 0.06275]]
}


- What is the charge in the ninth record?
  +1